Here is a molecular structure, C31H33GeN7NiO6 at a distorted geometry from the Open Molecules 2025 dataset. Energies are from wB97M-V/def2-TZVPD.

Values from the calculation:
Multiplicity: 3
HOMO level (alpha / beta), Ha: -0.527 / -0.526
ΔE to the lowest compared entry with this formula, charge and spin, kJ/mol: 183.0
E_tot, eV: -152944.10244
Net charge: +2

Each line ends with the Mulliken spin population.
Atoms and positions in Å:
Ni (0.03031, 0.78687, -0.95901)  1.800
O (0.72061, 1.88948, -4.93840)  0.002
C (0.35374, 1.47323, -3.75292)  0.012
O (0.71490, 1.98146, -2.69734)  0.014
C (-0.56209, 0.29687, -3.75371)  0.008
C (-1.12372, -0.33724, -4.83753)  0.006
C (-1.96100, -1.42787, -4.58104)  -0.005
C (-2.19329, -1.84088, -3.27865)  0.004
C (-1.57159, -1.15119, -2.24807)  -0.012
N (-0.79816, -0.11652, -2.51216)  0.077
C (-1.68287, -1.45698, -0.76905)  -0.007
O (-2.52308, -2.23537, -0.38987)  0.006
O (-0.81842, -0.78284, -0.04340)  0.043
H (1.32629, 2.64527, -4.85926)  -0.001
H (-0.92110, 0.00607, -5.84423)  0.001
H (-2.42835, -1.94946, -5.40635)  0.000
H (-2.83642, -2.67884, -3.04121)  0.000
C (3.60470, -3.96370, -2.42944)  0.000
C (4.77126, -3.33021, -1.67850)  0.001
C (5.60195, -2.42207, -2.58073)  0.000
C (4.29687, -2.62080, -0.41015)  -0.003
N (3.40977, -1.46537, -0.68952)  0.001
C (2.09701, -1.42928, -0.79585)  0.032
N (1.75716, -0.19465, -1.08806)  -0.063
N (2.91370, 0.54028, -1.13642)  0.011
N (3.91057, -0.22635, -0.90389)  -0.001
H (3.96955, -4.51769, -3.29586)  0.000
H (2.90863, -3.20373, -2.80764)  0.000
H (3.04901, -4.66588, -1.80045)  0.000
H (5.41876, -4.13069, -1.30746)  0.000
H (5.00943, -1.59055, -2.97493)  0.000
H (5.97964, -2.98841, -3.43372)  0.000
H (6.45946, -2.00219, -2.05116)  0.000
H (5.13466, -2.22820, 0.15932)  0.000
H (3.72777, -3.29990, 0.22265)  0.000
H (1.42528, -2.26497, -0.66121)  0.003
Ge (0.86974, 1.41906, 1.42762)  0.056
C (-0.64505, 1.80515, 2.43522)  -0.003
C (-1.37123, 0.80438, 3.10443)  0.007
C (-2.42372, 1.17246, 3.92033)  -0.001
C (-2.75048, 2.52285, 4.06510)  0.020
C (-2.03012, 3.51514, 3.40175)  -0.004
C (-0.99063, 3.16223, 2.56099)  0.013
C (2.04854, 0.07086, 2.00615)  -0.007
C (3.39060, 0.43837, 2.14065)  -0.005
C (4.28480, -0.46163, 2.70731)  -0.001
C (3.84653, -1.72297, 3.09224)  0.007
C (2.51262, -2.10026, 2.92252)  -0.001
C (1.60711, -1.20732, 2.37636)  0.001
H (1.56196, 2.65147, 0.81779)  0.024
H (-1.12716, -0.24247, 2.97774)  0.001
H (-2.99839, 0.41192, 4.43361)  0.001
H (-3.58952, 2.80627, 4.68905)  -0.001
H (-2.29880, 4.55727, 3.52612)  0.001
H (-0.44607, 3.93042, 2.02116)  -0.001
H (3.73923, 1.41466, 1.82079)  -0.001
H (5.32263, -0.17875, 2.83940)  0.000
H (4.55008, -2.42299, 3.52779)  0.000
H (2.18209, -3.08642, 3.22787)  0.000
H (0.57234, -1.49948, 2.23726)  -0.001
O (-5.04312, -1.04436, 3.06514)  0.000
C (-5.79306, 0.04458, 2.55387)  0.000
N (-4.97101, 0.60862, 1.50160)  0.000
C (-4.68274, 1.92436, 1.42476)  0.001
O (-5.13548, 2.79290, 2.14839)  0.001
C (-3.67113, 2.32301, 0.37916)  -0.003
C (-3.77071, 3.57077, -0.22266)  0.001
C (-2.73560, 4.01360, -1.02977)  0.000
C (-1.61947, 3.21411, -1.18315)  0.015
N (-1.53087, 1.99841, -0.61331)  -0.026
C (-2.55129, 1.56362, 0.14500)  -0.018
H (-5.63765, -1.66192, 3.50265)  0.000
H (-5.95994, 0.82121, 3.28928)  0.000
H (-6.75115, -0.27638, 2.15189)  0.000
H (-4.52841, -0.05453, 0.88439)  0.000
H (-4.64036, 4.18692, -0.02944)  0.000
H (-2.77309, 4.97999, -1.51609)  0.000
H (-0.76690, 3.54632, -1.75505)  0.000
H (-2.42606, 0.59084, 0.59933)  -0.007